1.
This record from the OMol25 dataset describes C24H29BF5NOS2 in the gas phase in a non-equilibrium geometry. The level of theory is the ωB97M-V functional and the def2-TZVPD basis.

The calculation puts the gap between HOMO and LUMO at 0.2943 hartree. As for the charge: 0. As for the SMILES: CCSCN1c2cc([C@@H](F)CC)c(B(C)O)cc2Sc2c(CCC(F)(F)F)ccc([C@H](C)F)c21.

Last column: natural (NBO) charge in e.
Positions of all 63 atoms, in Å:
C 1.62279 -1.31898 4.06949  -0.639
C 0.81608 -2.54617 3.48133  -0.522
S 0.80257 -2.49001 1.61749  0.171
C -0.71621 -1.49322 1.28987  -0.334
N -0.93058 -1.12114 -0.14623  -0.503
C -1.00245 0.32782 -0.20439  0.164
C -2.32762 0.91491 0.08402  -0.244
C -2.54577 2.35354 0.10630  0.104
C -3.97171 2.86277 0.46928  0.157
F -4.88679 1.86228 -0.02063  -0.389
C -4.15475 2.84734 2.03677  -0.426
C -3.42924 4.04703 2.76423  -0.636
C -1.44819 3.28901 -0.17896  -0.447
B -1.55016 4.88146 -0.16297  1.037
C -0.15259 5.70454 -0.00419  -1.018
O -2.74654 5.62644 -0.26776  -0.933
C -0.12001 2.69880 -0.47193  -0.171
C 0.09815 1.25395 -0.47522  -0.192
S 1.75204 0.53370 -0.78083  0.260
C 1.32924 -1.10076 -1.44497  -0.070
C 2.29453 -1.71948 -2.35609  -0.055
C 3.63012 -1.06023 -2.81218  -0.448
C 4.81454 -2.09290 -3.04863  -0.482
C 6.18253 -1.59720 -2.44253  0.986
F 6.18441 -1.92801 -1.10299  -0.335
F 6.40445 -0.26056 -2.63916  -0.321
F 7.18114 -2.36830 -3.01707  -0.337
C 1.98124 -3.05425 -2.89886  -0.207
C 0.73266 -3.69106 -2.49492  -0.209
C -0.23432 -3.04846 -1.59093  -0.042
C -1.54538 -3.83785 -1.27744  0.195
C -1.66882 -4.37648 0.19154  -0.662
F -1.63870 -4.98300 -2.13293  -0.382
C 0.05613 -1.69634 -1.04535  0.110
H 2.31561 -0.96460 3.25214  0.226
H 2.24704 -1.60977 4.95108  0.216
H 0.96883 -0.44604 4.35288  0.212
H 1.12379 -3.54349 3.87339  0.237
H -0.26501 -2.39098 3.77608  0.215
H -0.58989 -0.52428 1.85867  0.217
H -1.62264 -1.98785 1.74567  0.204
H -3.16917 0.22240 0.32229  0.243
H -4.25354 3.83526 0.00293  0.217
H -5.25053 2.93591 2.27625  0.219
H -3.76752 1.89982 2.49930  0.212
H -3.42408 5.00766 2.18972  0.223
H -3.97994 4.24982 3.73013  0.218
H -2.38212 3.77690 3.08836  0.211
H 0.41764 5.49266 -0.96161  0.237
H 0.44877 5.27959 0.84134  0.249
H -0.32235 6.80659 0.06466  0.232
H -2.71542 6.27509 -0.98978  0.507
H 0.77834 3.32669 -0.70148  0.231
H 3.42412 -0.60302 -3.82562  0.232
H 3.95132 -0.19423 -2.17001  0.244
H 4.62105 -3.10815 -2.62735  0.245
H 4.99696 -2.17507 -4.15686  0.231
H 2.69889 -3.53473 -3.60776  0.221
H 0.52091 -4.69457 -2.94240  0.242
H -2.40703 -3.17559 -1.57985  0.190
H -2.21463 -5.36428 0.21106  0.236
H -0.67458 -4.57507 0.67073  0.240
H -2.28765 -3.63588 0.76287  0.213



2.
This record from the OMol25 dataset describes a molecular structure, C24H29BN9O2RuS3. The level of theory is the ωB97M-V functional and the def2-TZVPD basis.

The calculation puts the gap between HOMO and LUMO (alpha / beta) at 0.2142 / 0.2183 hartree. As for the charge: 0. The multiplicity is 6.

Last column: Löwdin spin population.
Positions of all 69 atoms, in Å:
Ru -0.31822 0.16051 -0.04284  2.712
C -5.30960 -3.14655 0.22868  0.003
C -4.51116 -2.87673 -1.04394  0.006
N -3.09626 -3.21698 -0.92331  0.034
C -2.07693 -2.34339 -0.69015  0.068
S -2.48309 -0.69406 -0.19256  0.196
N -0.86644 -2.76540 -0.78057  0.025
N 0.06928 -1.82363 -0.45689  0.252
C 1.36621 -2.18057 -0.36288  0.137
C 1.81960 -3.59248 -0.55988  0.015
C 2.25408 -1.14198 -0.09184  0.132
C 3.64328 -1.29379 0.14893  0.042
C 4.42374 -0.19373 0.34257  0.064
C 3.85191 1.10756 0.30746  0.108
C 2.50541 1.21928 0.11594  0.026
N 1.71425 0.13789 -0.08056  0.181
H -6.34704 -2.82069 0.10912  0.000
H -4.87037 -2.60247 1.06708  0.001
H -5.30826 -4.21147 0.46976  0.000
H -4.58973 -1.82415 -1.30954  0.002
H -4.92190 -3.44878 -1.87592  0.001
H -2.79949 -4.13400 -1.21083  0.000
H 0.96212 -4.23392 -0.72565  0.000
H 2.36850 -3.95096 0.31630  0.004
H 2.48739 -3.67004 -1.42258  0.006
H 4.06406 -2.29138 0.18141  0.002
H 5.48456 -0.31034 0.53245  0.002
H 4.45122 1.99705 0.44821  0.007
H 2.00555 2.17776 0.10992  -0.001
O -0.29925 2.69606 3.37321  0.019
C -0.15838 1.76567 2.60637  0.008
O -0.22381 1.82261 1.30509  0.108
C 0.15223 0.39811 3.17406  0.004
C 0.50268 0.24449 4.50560  0.004
C 0.82508 -1.02214 4.96075  -0.002
C 0.76923 -2.09181 4.07581  0.003
C 0.39549 -1.84715 2.76770  0.006
N 0.09909 -0.62278 2.32716  0.090
H 0.51272 1.12178 5.13671  0.001
H 1.11436 -1.18028 5.99239  0.000
H 1.00864 -3.10054 4.39222  0.001
H 0.31821 -2.65293 2.04324  0.001
C 3.07790 -0.46592 -3.07041  0.004
N 2.44775 0.83979 -3.17759  0.021
C 3.13610 2.01288 -3.40559  0.016
C 2.20757 2.97165 -3.58621  0.009
N 0.95735 2.39277 -3.49339  0.025
B -0.28553 3.24346 -3.97647  0.007
N -1.66563 2.60031 -3.63760  0.028
C -2.64809 2.39755 -4.58102  0.009
C -3.78210 2.04334 -3.94012  0.016
N -3.48227 2.03222 -2.59224  0.021
C -4.46800 1.88057 -1.53058  0.004
C -2.17640 2.36116 -2.42090  0.023
S -1.36525 2.47694 -0.90800  0.274
C 1.10118 1.07945 -3.24468  0.016
S -0.12286 -0.09143 -2.94920  0.247
H 3.91730 -0.41276 -2.37927  0.001
H 3.42927 -0.79327 -4.04912  0.001
H 2.34441 -1.17255 -2.70341  0.002
H 4.21361 2.06389 -3.39040  0.002
H 2.32225 4.02775 -3.77643  0.001
H -0.22602 3.30364 -5.18980  0.001
H -0.20238 4.33234 -3.45035  0.002
H -2.45161 2.52030 -5.63380  0.001
H -4.76617 1.80916 -4.31376  0.001
H -5.20424 1.13690 -1.82893  0.000
H -4.96703 2.83017 -1.34001  0.001
H -3.97477 1.56053 -0.62600  0.002



3.
This record from the OMol25 dataset describes a molecular structure, C24H29CoO2S5. The level of theory is the ωB97M-V functional and the def2-TZVPD basis.

The calculation puts the gap between HOMO and LUMO (alpha / beta) at 0.2653 / 0.2656 hartree. As for the charge: 0. Its relative energy (zero: lowest compared OMol25 entry of this formula, charge and spin) is 0.0 kJ/mol.

Last column: natural (NBO) charge in e.
Positions of all 61 atoms, in Å:
Co -0.32536 0.02918 1.66362  0.853
C -1.25230 0.85127 3.29040  -0.080
C -0.91443 -0.51764 3.57576  0.024
C -1.54165 -1.32553 2.59448  -0.044
C -2.34216 -0.47256 1.74868  -0.050
C -2.18144 0.85400 2.19996  0.030
C -2.76731 2.09182 1.61311  -0.642
C -3.15094 -0.95387 0.58944  -0.640
C -1.40674 -2.80124 2.41690  -0.639
C -0.04925 -0.99190 4.69338  -0.649
C -0.78827 2.05485 4.04200  -0.634
H -3.45079 2.55032 2.33113  0.230
H -3.31782 1.88729 0.69868  0.224
H -1.98603 2.81355 1.37798  0.247
H -3.98885 -1.56192 0.93626  0.229
H -2.54265 -1.56617 -0.07629  0.245
H -3.55545 -0.12569 0.00945  0.224
H -1.23377 -3.04391 1.36743  0.237
H -2.31767 -3.31392 2.73372  0.227
H -0.57530 -3.19670 2.99726  0.230
H -0.67175 -1.20640 5.56512  0.232
H 0.68360 -0.23870 4.97751  0.241
H 0.49334 -1.89623 4.42602  0.239
H -1.45842 2.27756 4.87567  0.222
H -0.75676 2.92842 3.39195  0.231
H 0.21492 1.90397 4.43772  0.238
C 0.41348 1.21703 -6.33671  -0.630
C 0.24769 0.95715 -4.86626  0.030
C 0.90671 -0.09131 -4.24582  -0.228
C 0.78362 -0.33713 -2.88329  0.061
C 1.50214 -1.52719 -2.31083  -0.636
C -0.00362 0.53382 -2.11314  -0.149
C -0.68619 1.60178 -2.72155  0.048
C -1.57665 2.54575 -1.95660  -0.631
C -0.55867 1.78032 -4.08980  -0.231
C -0.10035 0.34049 -0.64565  0.768
O -0.06349 -0.80883 -0.10978  -0.680
O -0.22018 1.32312 0.15809  -0.680
H 0.86748 0.36457 -6.84007  0.217
H 1.05648 2.08392 -6.50110  0.228
H -0.54651 1.42616 -6.81005  0.218
H 1.53771 -0.74539 -4.83654  0.207
H 2.20249 -1.92677 -3.04373  0.214
H 0.79687 -2.30981 -2.03157  0.230
H 2.05483 -1.27118 -1.41036  0.225
H -2.38670 2.00406 -1.46202  0.207
H -2.02398 3.26823 -2.63785  0.211
H -1.02627 3.08003 -1.18687  0.243
H -1.09243 2.59782 -4.56185  0.205
C 2.64683 -3.31397 0.87099  -0.736
S 4.05777 -2.40736 1.55417  0.267
C 3.82682 -0.86549 0.73950  -0.445
C 2.88118 0.05525 1.02735  -0.364
S 1.78432 -0.05408 2.38246  -0.183
S 2.90688 1.47931 0.01059  0.488
C 4.20249 1.01416 -1.04073  -0.584
S 4.76212 1.96043 -2.25752  -0.070
S 4.91324 -0.48946 -0.57381  0.480
H 2.61520 -4.27380 1.38495  0.226
H 2.77416 -3.48010 -0.19625  0.218
H 1.72777 -2.76143 1.06434  0.231